Entry 1:
130
Properties=species:S:1:pos:R:3:forces:R:3 method="wB97M-V/def2-TZVPD" charge=+2
Hf 0.5785 -1.5180 0.9470 -0.4 0.1 0.5
C -7.4384 -4.5280 -3.7027 0.0 0.0 0.0
O -6.2273 -4.9646 -3.1062 0.0 0.0 0.0
C -5.0760 -4.7367 -3.7713 0.0 0.0 0.0
C -4.9811 -4.0369 -4.9708 0.0 0.0 0.0
C -3.7395 -3.8911 -5.5697 0.1 -0.1 0.1
C -2.5883 -4.3764 -4.9627 -0.1 0.0 -0.1
C -2.6901 -5.0956 -3.7691 -0.1 0.0 0.1
C -3.9253 -5.2756 -3.1870 0.0 0.0 0.0
N -1.3929 -4.1591 -5.7143 -0.2 0.1 -0.2
N -0.2978 -3.9246 -5.1988 0.3 -0.1 0.2
C -0.1376 -3.8137 -3.7737 0.1 0.0 -0.1
C 0.6643 -4.7098 -3.1179 0.0 0.1 0.0
C 0.8878 -4.6175 -1.7294 -0.2 0.2 0.0
C 0.3390 -3.5789 -1.0215 0.0 -0.1 -0.2
O 0.4935 -3.3985 0.2998 0.2 0.2 0.1
C -0.4253 -2.5943 -1.7009 0.1 -0.3 -0.1
N -0.8519 -1.5399 -0.9418 0.3 0.1 0.1
C -1.5885 -0.6137 -1.5177 -0.1 0.0 -0.1
C -1.9531 -0.6690 -2.8708 0.0 0.0 0.0
C -1.4905 -1.6962 -3.6537 0.0 0.0 0.1
C -0.6863 -2.7037 -3.0788 -0.1 0.0 0.1
H -8.2313 -4.8412 -3.0305 0.0 0.0 0.0
H -7.5842 -4.9942 -4.6796 0.0 0.0 0.0
H -7.4585 -3.4402 -3.8067 0.0 0.0 0.0
H -5.8572 -3.6388 -5.4611 0.0 0.0 0.0
H -3.6510 -3.3989 -6.5294 0.0 0.0 0.0
H -1.8207 -5.5375 -3.3044 -0.1 0.0 0.0
H -4.0313 -5.8479 -2.2755 0.0 0.0 0.0
H 1.1119 -5.5208 -3.6772 0.0 0.0 0.0
H 1.4884 -5.3540 -1.2146 0.0 0.0 0.0
H -1.8931 0.2202 -0.8981 0.0 0.0 0.0
H -2.5800 0.1094 -3.2808 0.0 0.0 0.0
H -1.7360 -1.7404 -4.7057 0.0 0.0 0.0
C 0.5718 2.3071 2.7424 0.0 0.0 0.0
C -0.8299 2.0248 2.2005 0.0 0.1 -0.1
C -1.8401 3.0101 2.7861 0.0 0.0 0.1
P -1.1821 0.2134 2.3143 0.0 -0.3 -0.2
C -2.9904 -0.0440 2.0293 -0.1 0.0 0.0
C -3.2646 -1.5027 1.6503 0.0 0.0 -0.1
C -3.9053 0.3147 3.2033 0.0 0.0 0.0
C -0.7410 -0.3590 3.9589 0.1 0.0 0.1
C -1.1292 0.3222 5.1179 0.0 0.0 0.0
C -0.7039 -0.0636 6.3755 0.0 0.0 0.0
C -1.1387 0.6641 7.6154 0.0 0.0 0.0
C 0.1556 -1.1622 6.4473 0.0 0.0 0.0
C 0.5517 -1.8559 5.3225 -0.1 0.1 0.0
C 0.0997 -1.4811 4.0484 0.0 0.0 0.0
N 0.4647 -2.2249 2.9044 -0.1 0.1 -0.1
C 0.8610 -3.5826 3.1982 0.3 -0.1 -0.1
C -0.0884 -4.4987 3.6604 0.1 0.0 -0.1
C -1.5306 -4.1215 3.8084 -0.1 0.0 0.0
C 0.3216 -5.7868 3.9790 0.0 0.0 0.0
C 1.6391 -6.1977 3.8415 0.0 0.0 0.0
C 2.0570 -7.6017 4.1728 0.0 0.0 0.0
C 2.5627 -5.2739 3.3694 0.0 0.1 0.0
C 2.1987 -3.9722 3.0478 -0.2 -0.1 0.1
C 3.2447 -3.0157 2.5572 0.1 0.1 0.0
H 0.8364 3.3448 2.5264 0.0 0.0 0.0
H 1.3327 1.6538 2.3144 0.0 0.0 0.0
H 0.5975 2.1785 3.8257 0.0 0.0 0.0
H -0.8145 2.1833 1.1187 0.0 0.0 0.0
H -1.8779 2.9629 3.8738 0.0 0.0 0.0
H -2.8452 2.8773 2.3926 0.0 0.0 0.0
H -1.5227 4.0216 2.5227 0.0 0.0 0.0
H -3.2211 0.5981 1.1689 0.0 0.0 0.0
H -3.2027 -2.1310 2.5374 0.0 0.0 0.0
H -2.5844 -1.9020 0.8968 0.0 0.0 0.0
H -4.2781 -1.5931 1.2564 0.0 0.0 0.0
H -3.6056 -0.2360 4.0961 0.0 0.0 0.0
H -4.9248 0.0078 2.9637 0.0 0.0 0.0
H -3.9280 1.3726 3.4461 0.1 0.1 0.0
H -1.7934 1.1737 5.0337 0.0 0.0 0.0
H -1.8060 1.4907 7.3738 0.0 0.0 0.0
H -0.2817 1.0705 8.1547 0.0 0.0 0.0
H -1.6664 -0.0025 8.2988 0.0 0.0 0.0
H 0.5234 -1.4858 7.4141 0.0 0.0 0.0
H 1.2109 -2.7064 5.4248 0.0 0.0 0.0
H -1.8496 -3.5195 2.9597 0.0 0.0 0.0
H -1.7077 -3.5340 4.7131 0.0 0.0 0.0
H -2.1558 -5.0112 3.8563 0.0 0.0 0.0
H -0.4186 -6.4926 4.3388 0.0 0.0 0.0
H 1.2734 -8.1320 4.7119 0.0 0.0 0.0
H 2.9562 -7.6086 4.7891 0.0 0.0 0.0
H 2.2782 -8.1665 3.2657 0.0 0.0 0.0
H 3.6004 -5.5688 3.2563 0.0 0.0 0.0
H 4.2397 -3.4344 2.7054 0.0 0.0 0.0
H 3.1925 -2.0555 3.0697 0.0 0.0 0.0
H 3.1541 -2.8291 1.4808 0.0 0.0 0.0
C 5.6989 3.3676 -3.0666 0.0 0.0 0.0
C 5.3227 3.5650 -1.6087 0.0 0.1 0.1
N 4.0080 2.9938 -1.2863 0.0 -0.1 0.1
C 3.9634 1.7538 -0.7378 -0.1 0.0 0.0
C 2.8047 1.1151 -0.4686 0.2 0.0 0.1
C 2.5629 -0.2072 0.1561 0.0 0.0 -0.1
O 2.2380 -1.1874 -0.5593 0.1 -0.1 -0.2
O 2.3144 -0.2528 1.3986 0.0 0.1 0.2
C 1.5289 1.7215 -0.7155 -0.1 0.0 0.0
O 0.4697 1.1378 -0.4304 0.1 0.0 -0.1
C 1.5935 3.0511 -1.3057 -0.1 0.0 0.0
C 0.4091 3.7312 -1.6013 0.1 0.0 0.0
C 0.4513 4.9652 -2.1795 0.0 0.0 0.0
F -0.7096 5.5755 -2.4869 0.0 0.0 0.0
C 1.6684 5.6024 -2.4812 0.0 -0.1 0.1
C 2.8406 4.9323 -2.1739 -0.1 0.0 0.0
C 2.8299 3.6528 -1.5946 0.0 0.1 -0.1
N 1.7472 6.8831 -3.0746 0.1 0.0 0.0
C 2.4714 7.0253 -4.3296 0.0 0.0 -0.1
C 3.2910 8.3213 -4.2646 0.0 0.0 0.0
N 2.5904 9.2609 -3.3140 0.0 0.0 0.0
C 1.1029 9.1863 -3.4914 0.0 0.0 0.0
C 0.6227 7.8098 -3.0068 -0.1 0.0 0.0
H 6.6772 3.8044 -3.2641 0.0 0.0 0.0
H 4.9738 3.8321 -3.7353 0.0 0.0 0.0
H 5.7472 2.3078 -3.3146 0.0 0.0 0.0
H 5.3210 4.6168 -1.3207 0.0 0.0 0.0
H 6.0423 3.0810 -0.9510 0.0 0.0 0.0
H 4.9250 1.3066 -0.5254 0.0 0.0 0.0
H -0.5418 3.2610 -1.3911 0.0 0.0 0.0
H 3.7788 5.4279 -2.3748 0.0 0.0 0.0
H 1.7813 7.0482 -5.1817 0.0 0.0 0.0
H 3.1381 6.1816 -4.4850 0.0 0.0 0.0
H 3.3582 8.8261 -5.2266 0.0 0.0 0.0
H 4.2931 8.1654 -3.8697 0.0 0.0 0.0
H 2.9262 10.2153 -3.4438 0.0 0.0 0.0
H 2.8175 8.9790 -2.3588 0.0 0.0 0.0
H 0.9219 9.3415 -4.5537 0.0 0.0 0.0
H 0.6437 10.0010 -2.9369 0.0 0.0 0.0
H -0.2254 7.5160 -3.6308 0.0 0.0 0.0
H 0.2757 7.8709 -1.9760 0.0 0.0 0.0

---

Entry 2:
# C54H63N5O6

One molecule with the formula C54H63N5O6 at a distorted geometry (ωB97M-V/def2-TZVPD, the OMol25 dataset).

Structure (XYZ):
```
128
Properties=species:S:1:pos:R:3:forces:R:3
C -1.5350 0.7816 -1.3912 0.2 -0.1 -0.1
C -2.0903 2.0196 -0.7015 0.3 0.2 0.5
C -1.0185 3.1105 -0.6529 0.4 0.1 -0.1
C -3.2535 2.5321 -1.5677 -0.3 -0.1 0.1
C -2.6291 1.7715 0.7262 0.4 0.2 0.5
C -3.2089 2.8671 1.3870 -0.7 -0.2 -0.2
C -3.9142 2.6801 2.5696 0.2 -0.1 0.2
C -4.2029 1.3864 3.0086 -0.9 0.2 -0.9
C -3.7412 0.2642 2.3147 0.1 0.3 0.6
C -4.3711 -1.1354 2.5513 0.5 0.3 0.7
C -3.4458 -2.0536 3.3453 0.2 -0.3 0.3
C -4.7737 -1.7662 1.2191 -0.1 0.1 -0.2
C -5.6483 -0.9943 3.3814 -0.2 0.1 0.1
C -2.6539 0.5368 1.4355 -0.9 0.8 0.2
N -1.4523 -0.2455 1.5794 0.7 -1.8 -0.9
C -0.3007 0.1150 2.2041 0.9 -0.6 -0.6
C -0.1490 1.4038 2.9781 0.2 1.1 -1.1
C 1.2029 2.0422 2.6972 -0.1 0.6 -0.3
C 1.7554 1.8515 1.4218 0.3 0.3 0.1
C 3.0895 2.1504 1.1850 -0.1 0.0 0.5
C 3.8539 2.5459 2.2976 -1.2 -0.6 0.0
N 5.2125 2.1257 2.3321 3.2 -0.2 0.2
O 5.8034 2.1913 3.4340 -0.9 -0.1 -1.9
O 5.7566 1.6537 1.3062 -1.2 1.0 1.7
C 3.2599 3.0199 3.4750 0.1 -0.3 -1.0
C 1.8750 2.9092 3.5755 0.0 0.5 -0.1
N 0.6569 -0.8215 1.9076 -1.4 -1.7 -0.3
C 2.0425 -1.0011 2.2985 1.0 -0.3 0.0
C 2.3124 -1.1469 3.6795 -0.3 0.2 0.5
C 1.3939 -1.9592 4.6496 -0.6 0.9 -0.1
C 1.9201 -1.8445 6.0766 0.3 -0.1 0.2
C 1.2518 -3.4071 4.1883 0.7 -0.2 -0.2
C 0.0050 -1.3893 4.7293 -0.6 0.4 0.3
C 3.5590 -0.6751 4.1218 0.3 -0.4 -0.2
C 4.6241 -0.6851 3.2320 -0.1 -0.1 -0.1
C 4.4064 -1.0547 1.9101 0.1 -0.1 0.2
C 3.1186 -1.1331 1.3584 0.2 0.2 -0.2
C 3.1412 -1.4475 -0.1951 0.2 0.3 0.4
C 4.4203 -0.8806 -0.8556 0.2 0.1 -0.1
C 1.9945 -0.8599 -0.9942 -0.4 0.1 -0.4
C 3.1842 -2.9678 -0.3952 -0.1 -0.2 0.1
C 0.0046 -1.8897 1.2761 0.3 0.7 0.0
C -1.2676 -1.5333 1.0654 0.0 0.5 -0.2
H -2.2757 -0.0261 -1.4279 0.1 0.1 0.1
H -1.2718 1.0485 -2.4260 -0.1 -0.1 0.3
H -0.6184 0.4157 -0.9180 -0.1 -0.1 0.0
H -1.4452 4.0803 -0.3702 0.1 -0.2 -0.1
H -0.2321 2.8622 0.0706 -0.2 0.1 -0.2
H -0.5505 3.2189 -1.6412 -0.1 0.1 0.2
H -3.6711 3.4653 -1.1748 0.1 -0.2 -0.1
H -2.9030 2.7151 -2.5918 0.0 0.0 0.2
H -4.0544 1.7840 -1.6087 0.1 0.2 0.0
H -3.1046 3.8716 0.9650 -0.2 -0.4 0.1
H -4.2663 3.5316 3.1570 0.2 -0.3 -0.2
H -4.7994 1.2740 3.9140 0.1 -0.1 -0.5
H -3.0680 -1.5300 4.2336 0.0 -0.2 -0.2
H -4.0002 -2.9423 3.6841 0.1 0.2 -0.1
H -2.5976 -2.4040 2.7539 -0.1 0.0 0.2
H -5.5540 -1.1552 0.7496 0.1 -0.1 0.0
H -3.9406 -1.8388 0.5171 -0.1 0.0 0.0
H -5.1779 -2.7734 1.3856 0.1 0.2 0.0
H -6.3477 -0.2948 2.9092 0.1 -0.1 0.2
H -6.1489 -1.9681 3.4669 0.2 0.2 -0.1
H -5.4170 -0.6530 4.3970 -0.1 0.0 -0.2
H -0.8821 1.9810 2.3761 -0.1 0.5 0.6
H 1.1111 1.4569 0.6297 0.5 0.0 0.3
H 3.5589 1.9835 0.2221 0.0 -0.1 0.2
H 3.9066 3.3718 4.2775 -0.4 0.1 -0.2
H 1.3399 3.5373 4.2967 0.3 -0.8 -0.1
H 1.9328 -0.7853 6.3680 0.0 -0.3 0.0
H 1.2503 -2.3646 6.7726 0.1 0.1 -0.2
H 2.9248 -2.2642 6.1834 0.0 0.0 0.1
H 0.7919 -3.4581 3.1929 0.1 0.0 0.2
H 2.2280 -3.9011 4.1473 -0.1 -0.2 0.0
H 0.6007 -3.9529 4.8839 0.2 0.2 -0.1
H -0.5824 -1.4722 3.8106 0.0 -0.3 0.3
H -0.5824 -1.8086 5.5560 0.3 -0.1 -0.4
H 0.1052 -0.3353 4.9621 -0.2 -0.6 0.0
H 3.7319 -0.3534 5.1524 -0.2 -0.6 -0.3
H 5.6411 -0.4998 3.5784 -0.3 0.1 -0.1
H 5.2845 -1.2355 1.2899 -0.4 0.2 0.2
H 5.2921 -1.5202 -0.6823 -0.1 0.2 0.0
H 4.2915 -0.8315 -1.9445 -0.1 -0.1 0.2
H 4.6543 0.1315 -0.5080 0.0 -0.2 0.0
H 1.0311 -1.3095 -0.7509 0.0 0.2 0.0
H 1.9532 0.2294 -0.8764 -0.1 -0.2 0.0
H 2.1802 -1.0655 -2.0603 -0.1 0.1 0.3
H 2.3086 -3.4652 0.0353 0.1 0.0 -0.1
H 3.2143 -3.2052 -1.4672 0.0 0.1 0.2
H 4.0803 -3.3968 0.0681 -0.2 0.1 0.0
H 0.5361 -2.7725 0.9749 0.0 0.0 0.1
H -2.0427 -2.0648 0.5525 -0.1 0.1 0.0
C 1.4695 1.4207 10.9154 0.0 0.1 -0.5
C 2.4931 0.9803 10.0640 0.0 0.1 0.0
C 2.5518 1.4321 8.7406 -0.2 0.0 0.1
C 1.5707 2.2878 8.2207 0.3 -0.2 0.7
C 1.7272 2.8059 6.8153 -0.6 -0.4 -0.5
O 1.2690 1.8311 5.7517 -0.3 0.3 1.0
C -0.0621 1.9878 5.5030 -0.7 0.8 -0.8
N -0.5854 1.3350 4.3200 1.6 0.8 3.3
N -1.9303 1.0884 4.4329 -2.7 0.3 0.7
C -2.3561 0.6388 5.6637 1.9 -0.8 -1.1
O -1.7136 -0.0731 6.4501 -0.9 1.0 0.2
O -3.6567 1.0027 5.9142 -0.4 -0.2 0.1
C -4.3552 0.3301 6.9844 0.7 0.0 -0.7
C -4.6426 1.2182 8.1639 -0.2 0.4 0.5
C -5.1107 0.5820 9.3230 0.1 0.2 -0.1
C -5.4191 1.3072 10.4727 -0.1 0.2 -0.2
C -5.3035 2.7053 10.4620 0.2 -0.2 -0.3
C -4.8284 3.3506 9.3116 -0.1 -0.3 0.1
C -4.5028 2.6140 8.1611 -0.1 -0.2 0.2
O -0.7778 2.6559 6.2305 0.7 -0.8 -0.6
C 0.5512 2.7276 9.0827 0.0 -0.1 -0.1
C 0.4927 2.2978 10.4168 0.4 -0.1 -0.1
H 1.4467 1.0961 11.9608 0.0 0.1 -0.4
H 3.2681 0.3029 10.4373 -0.3 0.3 -0.1
H 3.3828 1.1553 8.0869 -0.2 -0.1 0.3
H 1.1175 3.7090 6.6925 0.3 -0.2 0.0
H 2.7819 3.0213 6.5910 -0.3 -0.3 -0.1
H -5.2934 -0.0370 6.5441 0.1 0.1 0.1
H -3.7501 -0.5280 7.3023 -0.1 0.2 0.0
H -5.2302 -0.5032 9.2817 0.1 0.3 0.2
H -5.7556 0.7820 11.3705 0.1 0.2 -0.3
H -5.5845 3.2800 11.3464 0.2 -0.1 -0.3
H -4.7162 4.4402 9.3093 -0.1 -0.4 0.0
H -4.1571 3.1281 7.2603 0.0 -0.3 0.3
H -0.1936 3.4248 8.6971 0.1 -0.3 0.1
H -0.3012 2.6595 11.0816 0.3 -0.1 -0.4
```
Forces are in eV/Å.

Löwdin population analysis, charges in e, atoms 1 to 2: atom 1 (C): -0.046, atom 2 (C): -0.543

---

Calculated LUMO (eV), listed in the same order as above: -4.90; -0.99